Density functional theory data (the ωB97M-V functional and the def2-TZVPD basis) for a cluster of 2 separate species, C4H7NO2 in total.

Its total charge is 0. Its energy above the lowest of the compared OMol25 structures with the same formula, charge and spin is 128.7 kcal per mole. The HOMO-LUMO gap is 0.3004 Eh. Its HOMO energy is -7.44 eV.

Cartesian coordinates (Å):
N: 1.8250 0.7703 1.2143
C: 0.7254 0.0768 0.8570
O: -0.4031 0.6823 0.9250
C: 0.7377 -1.2307 0.3277
C: -1.1316 -0.3685 -0.5211
C: -1.6523 0.7127 -1.3455
O: -0.8303 -0.3790 -1.8386
H: 1.7553 1.7649 1.3607
H: 2.7258 0.3271 1.2719
H: 0.1187 -1.9442 0.8654
H: 1.6755 -1.6446 -0.0418
H: -1.7169 -1.1518 -0.0581
H: -1.1513 1.6761 -1.3047
H: -2.6779 0.7086 -1.7124

Density functional theory data (the ωB97M-V functional and the def2-TZVPD basis) for a structure of composition C2H4N2O2S at a distorted geometry.

Its total charge is 0. Its energy above the lowest of the compared OMol25 structures with the same formula, charge and spin is 20.2 kcal per mole. Its expectation value of S² is 2.01. The HOMO-LUMO gap (alpha / beta) is 0.2763 / 0.3318 Eh. Its HOMO energy (alpha / beta) is -7.16 / -10.75 eV. Its spin multiplicity is 3.

Cartesian coordinates (Å):
C: 1.0626 -1.2596 0.0991
C: 0.0017 -0.8866 -0.5989
N: -2.8192 1.8466 0.1059
N: -2.0636 1.4304 -0.6729
O: -1.6179 -0.7205 1.5848
O: -2.4381 -1.6519 -0.5135
S: -1.5613 -0.7206 0.1550
H: 2.1462 -1.3301 -0.3348
H: 1.0228 -1.4222 1.0773
H: -0.1635 -0.7013 -1.6734
H: -3.2017 2.8297 0.0233

Density functional theory data (the ωB97M-V functional and the def2-TZVPD basis) for a cluster of 2 separate species, CH2NO3S in total at a distorted geometry.

Its total charge is -1. Its energy above the lowest of the compared OMol25 structures with the same formula, charge and spin is 107.0 kcal per mole. The HOMO-LUMO gap (alpha / beta) is 0.2499 / 0.2499 Eh. Its HOMO energy (alpha / beta) is -3.24 / -3.24 eV.

Cartesian coordinates (Å):
C: 0.4506 -0.0987 -0.1387
N: -1.8711 -1.0655 0.0299
O: -1.9813 -2.3182 0.2822
O: -2.5827 -0.4368 -0.8140
O: 2.3151 -1.7155 -0.8398
S: 1.5582 -1.1975 0.3345
H: 0.2408 0.1309 -1.2176
H: -0.0988 0.4870 0.4788

Density functional theory data (the ωB97M-V functional and the def2-TZVPD basis) for a cluster of 2 separate species, C4H11NO in total at a distorted geometry.

Its total charge is +1. Its energy above the lowest of the compared OMol25 structures with the same formula, charge and spin is 133.0 kcal per mole. Its expectation value of S² is 0.77. The HOMO-LUMO gap (alpha / beta) is 0.2721 / 0.2504 Eh. Its HOMO energy (alpha / beta) is -14.73 / -14.64 eV. Its spin multiplicity is 2.

Cartesian coordinates (Å):
C: -0.9006 -0.2969 1.4508
O: 0.4385 -0.2089 1.8287
C: -1.2720 -0.2393 -0.0180
C: -0.5923 0.7560 -1.0189
C: 0.7345 0.3050 -1.6437
N: 1.5676 -0.1643 -0.6096
H: -1.4474 0.4417 2.0600
H: -1.3602 -1.2290 1.8114
H: 0.9830 -0.1759 1.0342
H: -2.3513 -0.0993 -0.0579
H: -1.0753 -1.3012 -0.4342
H: -0.4933 1.6931 -0.4670
H: -1.2947 0.8627 -1.8437
H: 0.3940 -0.5458 -2.2637
H: 1.1893 1.1080 -2.2163
H: 0.5787 -1.5561 -0.1630
H: 2.4999 0.2576 -0.6281

Density functional theory data (the ωB97M-V functional and the def2-TZVPD basis) for the molecule C4H7N3S at a distorted geometry.

Its total charge is 0. Its energy above the lowest of the compared OMol25 structures with the same formula, charge and spin is 82.7 kcal per mole. The HOMO-LUMO gap is 0.3174 Eh. Its HOMO energy is -8.76 eV.

Cartesian coordinates (Å):
H: 0.2449 -1.9896 0.6999
N: 1.2035 -1.5413 0.5656
C: 1.0581 -0.3708 0.0893
C: 2.2245 0.5589 -0.2842
C: 3.4511 0.0331 -0.3361
N: -0.2186 0.2614 0.0163
N: -0.2332 1.5730 0.4832
C: -1.2791 -0.4841 -0.3423
S: -2.8972 -0.1274 -0.1417
H: 2.0865 1.6346 -0.6690
H: 4.3888 0.5939 -0.5549
H: 3.5811 -1.1207 0.0323
H: -0.8458 2.2506 -0.0377
H: -0.1906 1.5569 1.5127
H: -0.8994 -1.3613 -0.9324

Density functional theory data (the ωB97M-V functional and the def2-TZVPD basis) for the ion C5H10NO with charge -1 at a distorted geometry.

Its total charge is -1. Its energy above the lowest of the compared OMol25 structures with the same formula, charge and spin is 64.0 kcal per mole. The HOMO-LUMO gap is 0.2372 Eh. Its HOMO energy is -2.64 eV.

Cartesian coordinates (Å):
C: -0.4319 -2.0849 -1.5981
C: 0.2831 -1.1510 -0.8070
N: 1.2964 -1.6013 0.0554
C: -0.2318 0.2625 -0.6536
C: -0.8701 0.8019 0.6943
C: -0.0068 2.0975 1.3656
O: -0.1024 2.2004 2.7225
H: 0.0274 -2.8643 -2.2827
H: -1.5227 -2.1651 -1.5077
H: 2.1461 -1.4143 -0.4480
H: 1.2833 -0.9352 0.8411
H: 0.6888 0.8987 -0.7215
H: -0.8490 0.3818 -1.5303
H: -0.6376 -0.0681 1.4162
H: -1.9964 0.9502 0.7782
H: -0.1816 2.9233 0.6448
H: 1.1050 1.7677 1.0307

Density functional theory data (the ωB97M-V functional and the def2-TZVPD basis) for the molecule C4H9NO3 at a distorted geometry.

Its total charge is 0. Its energy above the lowest of the compared OMol25 structures with the same formula, charge and spin is 125.1 kcal per mole. The HOMO-LUMO gap is 0.3670 Eh. Its HOMO energy is -9.22 eV.

Cartesian coordinates (Å):
N: 2.4717 -0.7694 -0.1669
C: 1.8575 0.5652 0.0985
C: 0.3881 0.2170 -0.0096
O: -0.1397 1.5550 0.1759
C: -0.6688 -0.5823 -0.9231
O: -1.9325 0.0963 -1.0663
C: -0.4668 -0.9343 0.6237
O: -1.5797 -0.3771 1.2040
H: 3.4358 -0.6139 0.3346
H: 2.5514 -0.9703 -1.1650
H: 2.0066 1.4974 -0.6617
H: 2.1228 1.1146 1.0600
H: -0.8149 1.5186 -0.5786
H: -0.5240 -1.3262 -1.7924
H: -2.3947 -0.1301 -0.1212
H: 0.0260 -1.9139 1.0776
H: -1.1564 0.4236 1.7688

Density functional theory data (the ωB97M-V functional and the def2-TZVPD basis) for a structure of composition C44H24BF4I5N4Pd at a distorted geometry.

Its total charge is 0. Its energy above the lowest of the compared OMol25 structures with the same formula, charge and spin is 0.0 kcal per mole. Its expectation value of S² is 6.07. The HOMO-LUMO gap (alpha / beta) is 0.1995 / 0.1634 Eh. Its HOMO energy (alpha / beta) is -7.42 / -8.07 eV. Its spin multiplicity is 5.

Cartesian coordinates (Å):
Pd: -0.0648 -0.4118 -0.5973
I: 4.5338 -7.2252 4.9075
C: 3.6427 -5.7967 3.6560
C: 4.1405 -4.5081 3.7294
C: 3.5821 -3.5282 2.9324
C: 2.4488 -3.8016 2.1523
C: 2.0051 -5.1302 2.0546
C: 2.6257 -6.1460 2.7603
C: 1.7569 -2.6838 1.4169
C: 0.4159 -2.4158 1.6996
C: -0.3243 -3.1993 2.7059
C: -1.5364 -2.6205 2.8514
C: -1.6068 -1.5240 1.8647
C: -2.7465 -0.7394 1.7094
C: -3.9812 -0.9571 2.5615
C: -4.5724 -2.2273 2.6294
C: -5.6375 -2.4450 3.4828
C: -6.0826 -1.4144 4.3101
I: -7.5233 -1.7777 5.7375
C: -5.5004 -0.1406 4.2567
C: -4.4982 0.0894 3.3384
C: -2.7821 0.2451 0.7317
N: -1.7359 0.7206 -0.0261
C: -2.2928 1.7097 -0.8361
C: -1.6176 2.5323 -1.7178
C: -2.3574 3.6877 -2.4041
C: -2.8558 4.7654 -1.6752
C: -3.3873 5.8657 -2.3326
C: -3.5104 5.8356 -3.7320
I: -4.3770 7.4334 -4.7515
C: -3.0454 4.7366 -4.4632
C: -2.4427 3.6974 -3.8056
C: -0.2468 2.3459 -1.9469
C: 0.5586 3.3887 -2.5900
C: 1.8475 3.0249 -2.4253
C: 1.8517 1.7462 -1.6997
N: 0.5592 1.3535 -1.4370
C: 3.0504 1.0846 -1.4155
C: 3.0403 -0.1071 -0.6885
C: 4.2505 -0.9092 -0.4849
C: 3.8962 -1.9891 0.2579
C: 2.4583 -1.8326 0.5427
N: 1.9511 -0.7086 -0.0729
C: 4.3646 1.7169 -1.8420
C: 5.3822 2.0169 -0.9133
C: 6.5101 2.6746 -1.3479
C: 6.6928 2.8956 -2.7272
I: 8.3875 3.9105 -3.3865
C: 5.7509 2.4806 -3.6670
C: 4.5782 1.9317 -3.2105
C: -3.7379 1.7900 -0.6368
C: -4.0309 0.8918 0.3455
N: -0.4158 -1.4190 1.1854
H: 4.9723 -4.2394 4.3626
H: 4.0143 -2.5196 2.9440
H: 1.1083 -5.3704 1.4654
H: 2.3064 -7.1860 2.6801
H: 0.0798 -4.0186 3.2548
H: -2.3249 -2.9015 3.5147
H: -4.1669 -3.0026 1.9783
H: -6.1465 -3.4051 3.5206
H: -5.8917 0.6771 4.8765
H: -4.0707 1.0882 3.2445
H: -2.8321 4.7294 -0.5919
H: -3.7445 6.7168 -1.7642
H: -3.1907 4.7204 -5.5505
H: -1.9668 2.8769 -4.3619
H: 0.2210 4.2848 -3.1006
H: 2.7193 3.6080 -2.6925
H: 5.2309 -0.6690 -0.8698
H: 4.5178 -2.7812 0.6468
H: 5.2573 1.7638 0.1514
H: 7.2868 3.0146 -0.6598
H: 5.9560 2.6143 -4.7389
H: 3.7774 1.6878 -3.9014
H: -4.3792 2.4943 -1.1463
H: -4.9626 0.6196 0.8110
I: 1.0167 -1.3401 -3.2086
F: -1.2141 -2.9455 -0.9996
B: -2.4353 -2.5021 -1.6055
F: -3.3991 -2.4102 -0.5062
F: -2.8218 -3.3616 -2.6355
F: -2.2890 -1.1564 -2.1045

Density functional theory data (the ωB97M-V functional and the def2-TZVPD basis) for the ion C4H11N2O2 with charge -1 at a distorted geometry.

Its total charge is -1. Its energy above the lowest of the compared OMol25 structures with the same formula, charge and spin is 146.2 kcal per mole. The HOMO-LUMO gap is 0.2498 Eh. Its HOMO energy is -2.89 eV.

Cartesian coordinates (Å):
O: 2.5918 0.5742 0.3442
C: 2.0473 0.6731 1.5016
N: 0.7800 -0.3471 1.5651
C: 0.6774 -1.2457 0.2596
C: -0.8041 -1.0966 -0.2984
N: -1.0735 0.4168 -0.3269
C: -1.1285 0.9366 -1.6549
O: -2.6121 1.3663 -1.9354
H: 2.5274 0.5333 2.5057
H: 1.6182 1.7599 1.4387
H: 0.9049 -1.1233 2.3182
H: 0.8621 -2.3498 0.6199
H: 1.7034 -1.1046 -0.2130
H: -1.5900 -1.5283 0.3085
H: -0.9049 -1.6037 -1.2070
H: -0.3413 0.8211 0.2867
H: -1.2078 0.2992 -2.6624
H: -0.8108 2.0911 -1.6721
H: -3.2395 0.9275 -1.1781

Density functional theory data (the ωB97M-V functional and the def2-TZVPD basis) for the molecule C20H22N4O2.

Its total charge is 0. Its energy above the lowest of the compared OMol25 structures with the same formula, charge and spin is 11.3 kcal per mole. The HOMO-LUMO gap is 0.3096 Eh. Its HOMO energy is -7.97 eV.

Cartesian coordinates (Å):
C: -4.7386 -0.0384 -0.8578
C: -3.3999 0.5354 -0.5211
C: -3.0839 1.8299 -0.8075
C: -1.8214 2.4295 -0.5075
O: -1.4786 3.5717 -0.7430
N: -0.9233 1.5407 0.1329
C: 0.3653 1.8176 0.5720
C: 1.1207 2.9754 0.5174
C: 2.3917 2.9216 1.0624
C: 2.8832 1.7566 1.6433
C: 2.1309 0.5967 1.6966
C: 0.8623 0.6360 1.1448
N: -0.1270 -0.3231 1.0479
C: -0.0041 -1.7065 1.4132
C: 0.1056 -2.6420 0.1806
O: -0.3161 -3.9362 0.5051
C: 1.5504 -2.7258 -0.3213
N: 2.0760 -1.4218 -0.6543
C: 3.5198 -1.4073 -0.8255
C: 3.8078 -0.0446 -1.4582
C: 2.4972 0.3275 -2.1732
C: 1.5595 -0.8476 -1.8853
C: -1.2014 0.2372 0.4284
C: -2.4432 -0.3106 0.1139
C: -2.7576 -1.6463 0.3811
N: -3.0266 -2.7497 0.5773
H: -5.3677 0.7052 -1.3387
H: -4.6274 -0.8940 -1.5237
H: -5.2351 -0.3932 0.0451
H: -3.8020 2.4738 -1.2897
H: 0.7215 3.8692 0.0685
H: 3.0131 3.8033 1.0379
H: 3.8777 1.7574 2.0640
H: 2.5258 -0.3006 2.1427
H: -0.8759 -2.0060 2.0037
H: 0.8849 -1.8185 2.0332
H: -0.5215 -2.2309 -0.6246
H: -1.2819 -3.9340 0.6113
H: 1.5764 -3.4227 -1.1773
H: 2.1606 -3.1572 0.4759
H: 3.8511 -2.2196 -1.4947
H: 4.0107 -1.5361 0.1404
H: 4.0392 0.6894 -0.6885
H: 4.6499 -0.0989 -2.1455
H: 2.0893 1.2500 -1.7627
H: 2.6368 0.4649 -3.2439
H: 1.5923 -1.5813 -2.7099
H: 0.5241 -0.5261 -1.7610

Density functional theory data (the ωB97M-V functional and the def2-TZVPD basis) for the ion C2H4NO with charge +1 at a distorted geometry.

Its total charge is +1. Its energy above the lowest of the compared OMol25 structures with the same formula, charge and spin is 23.5 kcal per mole. The HOMO-LUMO gap is 0.3863 Eh. Its HOMO energy is -16.28 eV.

Cartesian coordinates (Å):
C: -1.8755 0.3114 -0.1102
N: -0.7227 0.1670 0.0379
C: 0.5990 -0.3268 0.2883
O: 1.6954 0.4210 0.0469
H: -2.8773 0.2915 -0.4058
H: 0.7496 -1.2853 -0.3985
H: 0.7619 -0.4744 1.3113
H: 1.6695 0.8954 -0.7699

Density functional theory data (the ωB97M-V functional and the def2-TZVPD basis) for a structure of composition C30H28F9GeN3O4PRuS2.

Its total charge is -2. Its energy above the lowest of the compared OMol25 structures with the same formula, charge and spin is 9.5 kcal per mole. Its expectation value of S² is 8.76. The HOMO-LUMO gap (alpha / beta) is 0.2168 / 0.2537 Eh. Its HOMO energy (alpha / beta) is -1.60 / -3.01 eV. Its spin multiplicity is 6.

Cartesian coordinates (Å):
Ru: 0.3504 -0.9113 -0.1690
C: 4.3967 -0.7389 3.7800
C: 2.9036 -0.6654 3.5260
O: 2.5876 0.6371 3.0753
P: 1.4622 0.8920 1.8328
S: -0.0595 -0.2648 2.5310
S: 2.6174 -0.1240 0.4022
O: 1.5536 2.4945 2.1433
C: 1.8027 3.0392 3.4318
C: 1.3197 4.4750 3.4053
H: 4.6698 -1.7208 4.1757
H: 4.7047 0.0244 4.4986
H: 4.9369 -0.5734 2.8468
H: 2.3361 -0.8731 4.4394
H: 2.6120 -1.4137 2.7867
H: 2.8683 2.9825 3.6611
H: 1.2686 2.4636 4.1909
H: 1.8450 5.0414 2.6345
H: 1.4986 4.9521 4.3720
H: 0.2515 4.5139 3.1887
C: -0.7688 -1.4840 -3.8858
Ge: 0.0593 -0.0944 -2.7372
C: -1.1749 1.4345 -3.0190
C: -2.5487 1.2155 -2.8856
C: -3.4710 2.2437 -3.0233
C: -3.0317 3.5310 -3.3040
C: -1.6728 3.7700 -3.4568
C: -0.7581 2.7328 -3.3179
C: 1.7158 0.4081 -3.7365
C: 2.0243 -0.2645 -4.8941
C: 3.1783 0.0350 -5.6538
C: 4.0317 1.0198 -5.2536
C: 3.7754 1.7395 -4.0606
C: 4.6523 2.7599 -3.6132
C: 4.4079 3.4317 -2.4495
C: 3.2749 3.1092 -1.6727
C: 2.4112 2.1350 -2.0854
C: 2.6233 1.4245 -3.2944
H: -0.9142 -1.1147 -4.9039
H: -1.7433 -1.7461 -3.4722
H: -0.1648 -2.3917 -3.9079
H: -2.9179 0.2200 -2.6675
H: -4.5261 2.0284 -2.9035
H: -3.7445 4.3417 -3.4032
H: -1.3191 4.7705 -3.6817
H: 0.2963 2.9478 -3.4438
H: 1.3682 -1.0493 -5.2512
H: 3.3777 -0.5234 -6.5620
H: 4.9175 1.2614 -5.8321
H: 5.5277 2.9905 -4.2119
H: 5.0912 4.2032 -2.1132
H: 3.0969 3.6106 -0.7292
H: 1.5697 1.8764 -1.4544
C: -0.6774 2.2237 0.5716
O: 0.4778 1.4212 0.3983
H: -0.3857 3.2642 0.7383
H: -1.2803 1.8717 1.4132
H: -1.2720 2.1559 -0.3411
N: -1.9912 -0.7348 -0.0822
C: -3.1411 -0.6286 -0.0180
C: -4.5290 -0.4873 0.0562
C: -5.2879 -0.4150 -1.1319
N: -5.9180 -0.3524 -2.1005
C: -5.1839 -0.4044 1.3053
N: -5.7458 -0.3286 2.3128
F: -1.7446 -5.6547 -0.8291
C: -1.3875 -4.4065 -0.4545
F: -1.8260 -3.5708 -1.3918
F: -2.0410 -4.1301 0.6785
C: 0.1561 -4.2554 -0.2571
O: 0.5163 -2.9741 -0.2148
C: 0.8878 -4.9717 -1.4395
F: 2.1606 -4.5876 -1.5151
F: 0.8819 -6.3174 -1.3299
F: 0.3105 -4.6725 -2.6132
C: 0.5642 -4.9556 1.0817
F: 0.2528 -4.1988 2.1268
F: -0.0304 -6.1556 1.2572
F: 1.8906 -5.1695 1.1185